C36H32BFN8O4Pt | wB97M-V/def2-TZVPD

For the molar mass, the calculation gives 865.6 g mol⁻¹. As for the energy above the lowest of the compared OMol25 structures with the same formula, charge and spin: 0.00 kJ/mol. The calculation puts the HOMO energy (alpha / beta) at -7.946 / -8.488 eV. The HOMO-LUMO gap (alpha / beta) is 8.36 / 7.84 eV.

```
! RIJCOSX wB97M-V def2-TZVPD def2/J DEFGRID3
* xyz 0 3
Pt 0.40091 -0.27471 -0.33296
C 2.29386 4.61567 1.42332
C 1.51635 3.73067 0.50328
C 0.65280 4.07393 -0.51729
C 0.19023 2.86114 -1.05451
N 0.75706 1.86109 -0.38738
N 1.55172 2.38423 0.56891
B 2.40647 1.44710 1.45500
N 1.48286 0.59902 2.36329
N 0.66887 -0.31702 1.80965
C 0.04634 -0.97400 2.78361
C 0.47635 -0.45009 4.01428
C 1.39758 0.53187 3.70697
C 2.17507 1.41831 4.62632
C -0.94774 -2.03614 2.52768
C -0.91471 -2.82362 1.37759
C -1.88692 -3.78186 1.13972
C -2.90913 -3.97835 2.05950
C -2.94029 -3.21774 3.22151
C -1.96493 -2.25906 3.45398
N 3.22011 0.48856 0.53525
N 2.61910 -0.36669 -0.33149
C 3.57505 -1.03552 -0.97704
C 4.82434 -0.59567 -0.50665
C 4.55870 0.36461 0.44232
C 5.51688 1.16398 1.26376
C 3.34054 -2.06827 -2.01813
C 4.44456 -2.70194 -2.59005
C 4.28754 -3.67110 -3.56932
C 3.01887 -4.02995 -4.00201
C 1.91130 -3.40932 -3.44396
C 2.07211 -2.44146 -2.46412
C -0.75027 2.65080 -2.16873
C -0.65592 1.53493 -2.99632
C -1.57264 1.33219 -4.01683
C -2.58723 2.25420 -4.23359
C -2.67493 3.38230 -3.42846
C -1.76259 3.57862 -2.40381
H 2.03992 5.65538 1.22621
H 3.36997 4.49198 1.28516
H 2.06596 4.39723 2.46829
H 0.40861 5.07046 -0.85070
H 3.14264 2.09824 2.13615
H 0.18672 -0.77147 5.00236
H 1.86944 1.22819 5.65330
H 1.99715 2.47174 4.40306
H 3.24902 1.23828 4.54693
H -0.10043 -2.72358 0.67578
H -1.83608 -4.38309 0.23896
H -3.67497 -4.72372 1.87658
H -3.73247 -3.36516 3.94517
H -2.01175 -1.65462 4.35263
H 5.80144 -0.92903 -0.81723
H 6.53609 0.87548 1.01273
H 5.36371 0.99465 2.33090
H 5.40582 2.23363 1.07777
H 5.44367 -2.43822 -2.26753
H 5.16177 -4.14734 -3.99622
H 2.89605 -4.78565 -4.76866
H 0.91198 -3.67283 -3.77030
H 1.19140 -1.97774 -2.05946
H 0.15110 0.82870 -2.86138
H -1.48699 0.45359 -4.64568
H -3.31218 2.09159 -5.02241
H -3.46687 4.10383 -3.58783
H -1.85641 4.44260 -1.75532
F -5.51141 -1.68097 2.57182
C -5.33201 -0.93236 1.47912
C -4.59336 -1.37028 0.46242
N -4.39969 -0.63182 -0.68740
C -3.46286 -1.10299 -1.69274
C -2.02481 -0.88605 -1.26351
O -1.11095 -1.49286 -1.86933
O -1.81238 -0.10368 -0.29508
C -4.90890 0.64804 -0.81539
O -4.72510 1.34944 -1.78856
N -5.66141 1.06302 0.26878
C -5.95848 0.37892 1.44990
O -6.64966 0.86831 2.31278
H -4.09808 -2.33145 0.51083
H -3.63443 -0.54561 -2.60821
H -3.61889 -2.16242 -1.88338
H -6.05016 1.98891 0.18542
*
```

Atomic partial charges in e from the Mulliken method, atoms 1 to 2:
1 Pt 2.46
2 C -1.34